Entry 1:
{
  "formula": "C4H7NO2",
  "method": "ωB97M-V with the def2-TZVPD basis set",
  "homo_ev": -9.9,
  "smiles": "O[C@@H]1CN=COC1",
  "homo_lumo_gap_ev": 10.75,
  "relative_energy_ev": 1.471,
  "charge": 0,
  "elements": ["O", "C", "C", "O", "C", "N", "C", "H", "H", "H", "H", "H", "H", "H"],
  "xyz": [[-1.0848, -0.5267, 1.4339], [-0.9858, 0.0104, 0.1301], [-0.2037, 1.3196, 0.1101], [1.2265, 1.1195, 0.0778], [1.6937, -0.1432, 0.0500], [1.0871, -1.1933, -0.3210], [-0.2684, -0.9526, -0.8127], [-0.2844, -1.0478, 1.5923], [-2.0121, 0.1996, -0.2037], [-0.4707, 1.9169, -0.7683], [-0.4049, 1.8985, 1.0146], [2.7252, -0.1849, 0.3989], [-0.2170, -0.5120, -1.8180], [-0.8006, -1.9040, -0.8841]]
}

Entry 2:
{
  "formula": "C4H7NO2",
  "method": "ωB97M-V with the def2-TZVPD basis set",
  "homo_ev": -9.9,
  "smiles": "NC(=O)CCC=O",
  "homo_lumo_gap_ev": 10.53,
  "relative_energy_ev": 1.934,
  "charge": 0,
  "elements": ["O", "C", "C", "C", "C", "N", "O", "H", "H", "H", "H", "H", "H", "H"],
  "xyz": [[1.0769, 2.9313, 0.5546], [1.3516, 1.8779, -0.0626], [0.6899, 0.6030, 0.4471], [0.1670, -0.2633, -0.6747], [-0.8911, -1.2206, -0.0820], [-0.9964, -2.3829, -0.8372], [-1.4651, -1.1619, 0.9543], [2.0565, 1.9412, -0.9971], [1.4312, -0.1130, 0.9860], [0.0140, 0.8977, 1.2440], [-0.0944, 0.3699, -1.5239], [1.0159, -0.9203, -1.1622], [-0.8838, -2.3820, -1.9959], [-1.3628, -3.2515, -0.5277]]
}

Entry 3:
{
  "formula": "C4H7NO2S",
  "method": "ωB97M-V with the def2-TZVPD basis set",
  "homo_ev": 0.7,
  "smiles": "[O-]/C=N\\[C@H](CO)C[S-]",
  "homo_lumo_gap_ev": 5.58,
  "relative_energy_ev": 1.847,
  "charge": -2,
  "elements": ["O", "C", "N", "C", "C", "S", "C", "O", "H", "H", "H", "H", "H", "H", "H"],
  "xyz": [[-0.0259, 2.6963, -1.0382], [-0.6544, 1.6501, -1.3902], [-0.6304, 0.4681, -0.8488], [0.2708, 0.0610, 0.1880], [-0.3565, 0.2408, 1.5769], [0.4705, -0.6908, 2.9979], [0.5897, -1.4270, -0.0667], [0.7907, -1.6548, -1.4835], [-1.3520, 1.7148, -2.2586], [0.0876, -1.1125, -1.8987], [1.2326, 0.6008, 0.1536], [-1.3815, -0.1364, 1.5955], [-0.4158, 1.2944, 1.8371], [1.5720, -1.6068, 0.3627], [-0.1974, -2.0980, 0.2732]]
}

Entry 4:
{
  "formula": "C4H7NO2S",
  "method": "ωB97M-V with the def2-TZVPD basis set",
  "homo_ev": -9.4,
  "smiles": "O=CN[C@H](C=O)CS",
  "homo_lumo_gap_ev": 9.96,
  "relative_energy_ev": 2.554,
  "charge": 0,
  "elements": ["O", "C", "N", "C", "C", "S", "C", "O", "H", "H", "H", "H", "H", "H", "H"],
  "xyz": [[1.2417, 0.7725, -2.4156], [1.9176, 0.1579, -1.5683], [1.3986, -0.0639, -0.2460], [-0.0503, 0.3080, 0.0920], [-1.0061, -0.8384, -0.1184], [-2.7053, -0.2175, -0.0293], [-0.0669, 0.7271, 1.5316], [-0.4953, 0.1338, 2.4872], [2.9949, 0.0687, -1.6976], [1.6960, -0.8239, 0.3017], [-0.4496, 1.1589, -0.6230], [-0.8095, -1.7287, 0.4492], [-0.9483, -1.3671, -1.2192], [-3.1776, -0.0080, 1.2067], [0.4599, 1.7205, 1.8489]]
}